80
Properties=species:S:1:pos:R:3:forces:R:3 method="wB97M-V/def2-TZVPD" energy_ha=-3593.15570 homo_lumo_gap_ev="4.5 / 5.3" mol_weight_g_mol=1025.089 s2=6.04 multiplicity=5
Os -0.133176 -1.482289 -0.169306 0.473 -0.475 -0.876
I 4.924045 -1.996425 -0.519564 0.037 0.026 0.070
C 3.779984 -1.930193 1.213697 0.125 -0.017 -0.039
C 4.367289 -2.170448 2.471124 -0.149 0.056 -0.164
C 3.595674 -2.200125 3.598048 0.092 -0.076 0.177
I 4.547051 -2.510087 5.433484 -0.035 -0.020 -0.020
C 2.190000 -2.039187 3.521566 0.023 0.074 -0.041
C 1.293765 -2.161260 4.606274 0.088 -0.054 -0.016
C -0.044712 -2.056861 4.386052 -0.172 0.041 -0.024
C -0.512101 -1.768472 3.092016 -0.181 0.068 0.072
N 0.284721 -1.577359 2.072496 0.286 -0.342 -0.154
C 1.627140 -1.761361 2.259078 -0.004 0.148 0.066
C 2.431478 -1.676319 1.091294 0.127 -0.186 -0.161
O 1.866163 -1.384971 -0.063482 -0.348 -0.199 0.071
H 5.433284 -2.338015 2.537379 -0.008 0.024 -0.040
H 1.673051 -2.370436 5.597387 0.034 0.012 -0.016
H -0.752763 -2.190961 5.191290 -0.034 0.029 -0.035
H -1.571852 -1.696573 2.897974 -0.014 0.011 0.096
S -1.360668 -2.284782 -4.349557 0.009 0.030 0.045
C 0.388008 -2.198705 -4.343355 0.067 -0.007 -0.072
C 0.883077 -1.880690 -3.121749 -0.104 0.025 0.011
C -0.136275 -1.677062 -2.146458 0.445 0.014 0.410
C -1.426977 -1.894573 -2.679733 -0.133 -0.160 -0.100
C -2.543346 -1.854162 -1.828804 0.009 0.109 0.070
C -3.888375 -2.080159 -2.172763 -0.007 0.019 0.029
C -4.857261 -2.073278 -1.214859 0.033 0.028 0.249
C -4.476104 -1.834920 0.150023 -0.225 -0.106 -0.280
C -3.168371 -1.615198 0.441443 0.244 -0.054 0.006
N -2.188219 -1.585998 -0.493092 -0.129 -0.016 0.097
H 0.934327 -2.401310 -5.251193 -0.046 0.023 0.023
H 1.941075 -1.808047 -2.914198 -0.043 0.019 0.033
H -4.131066 -2.268081 -3.211855 0.009 -0.006 0.011
H -5.890928 -2.265104 -1.466760 0.014 0.043 -0.014
H -5.210707 -1.837010 0.941809 0.032 0.012 0.008
H -2.858381 -1.449728 1.463700 -0.009 0.096 -0.038
C -1.978237 1.464242 2.555711 -0.026 -0.223 0.064
Si -0.324159 2.015259 1.837498 -0.109 0.125 -0.246
C 1.004597 1.774536 3.146920 0.063 -0.191 0.075
C -0.550398 3.869762 1.617193 0.086 0.107 0.086
Si 0.123855 0.957256 -0.243245 -0.910 1.608 -0.557
Si -1.497440 2.058810 -1.805512 0.665 -0.650 1.141
C -3.174211 1.551248 -1.144918 -0.349 0.044 -0.367
C -1.088124 1.417107 -3.511360 -0.186 -0.012 -0.248
C -1.465627 3.931273 -1.833272 0.026 0.158 -0.128
Si 2.143041 1.881619 -1.059902 0.130 -0.182 0.256
C 2.010244 3.720544 -1.425535 -0.181 0.128 -0.016
C 3.498930 1.724507 0.231312 0.131 -0.123 0.059
C 2.684388 1.086185 -2.665479 0.046 -0.234 -0.108
H -2.137804 1.923340 3.536823 0.018 0.021 -0.047
H -2.036362 0.382682 2.689966 -0.042 0.052 0.010
H -2.804696 1.757750 1.904577 0.041 -0.017 0.011
H 0.630840 2.085600 4.127391 -0.004 0.035 -0.038
H 1.897702 2.362413 2.925508 -0.031 -0.010 -0.017
H 1.314756 0.729849 3.229673 0.026 0.038 0.028
H -0.591916 4.357086 2.597560 0.004 -0.042 -0.030
H -1.491474 4.076622 1.106605 0.016 0.008 0.063
H 0.253873 4.336792 1.047526 -0.030 0.015 0.026
H -3.201070 0.500998 -0.868348 -0.035 0.083 -0.012
H -3.964792 1.718553 -1.886393 0.006 0.034 0.067
H -3.421982 2.141636 -0.258533 0.042 0.007 -0.039
H -0.772736 0.374437 -3.485010 0.027 0.090 -0.023
H -0.277522 2.003881 -3.951812 -0.021 0.003 0.032
H -1.953486 1.487054 -4.179221 0.041 0.023 -0.005
H -1.608783 4.362553 -0.844603 -0.028 -0.003 -0.052
H -2.275028 4.297532 -2.474817 0.011 -0.062 0.007
H -0.529584 4.321473 -2.229969 -0.065 0.025 -0.011
H 1.524101 4.279121 -0.624244 0.024 0.015 -0.044
H 1.450277 3.902249 -2.344682 0.076 0.005 0.010
H 3.013150 4.137795 -1.560927 -0.005 -0.087 0.009
H 3.296612 2.362486 1.095748 -0.005 0.016 -0.062
H 4.472276 2.010160 -0.180652 -0.043 0.022 0.009
H 3.583670 0.699115 0.594939 0.026 0.032 0.012
H 1.875513 1.078592 -3.400896 0.034 0.002 0.031
H 2.994288 0.051135 -2.505001 0.017 0.064 0.015
H 3.532138 1.626850 -3.097901 -0.024 0.019 0.050
C -0.233540 -4.535844 -0.768804 0.016 0.207 -0.011
O -0.222414 -3.438400 0.106095 0.033 -0.453 0.546
H 0.673770 -4.564467 -1.380885 0.025 0.048 -0.030
H -1.095788 -4.499726 -1.445664 -0.033 0.078 -0.011
H -0.289697 -5.461555 -0.192867 -0.005 -0.014 0.040